Record 1
{"formula": "CHFO2", "method": "ωB97M-V with the def2-TZVPD basis set", "elements": ["C", "O", "O", "F", "H"], "positions_angstrom": [[-0.5023, 0.6618, -0.1419], [-1.7614, 0.5104, 0.1929], [-2.7090, -0.3613, -0.0597], [-0.0042, 1.8150, 0.0244], [-0.0360, -0.1040, -0.7874]], "mulliken_charge": [0.2567, 0.0471, -0.4898, -0.1315, 0.3175], "total_energy_ev": -7859.8277, "lumo_energy_ev": [-0.5, -0.6], "de_lowest_kcal_mol": 153.5, "gap_ev": [9.05, 9.01], "e_homo_ha": [-0.353, -0.352], "spin_multiplicity": 1, "largest_force_ha_per_bohr": 0.127}

---

Record 2
{"formula": "C40H27MnN7O6S3", "method": "ωB97M-V with the def2-TZVPD basis set", "elements": ["Mn", "O", "C", "N", "C", "C", "C", "C", "C", "C", "N", "C", "O", "C", "C", "C", "C", "C", "N", "C", "C", "C", "C", "C", "N", "H", "H", "H", "H", "H", "H", "H", "H", "H", "H", "H", "H", "O", "S", "O", "N", "C", "C", "C", "C", "C", "C", "C", "C", "N", "C", "C", "C", "C", "C", "C", "C", "H", "H", "H", "H", "H", "H", "H", "H", "H", "H", "H", "O", "S", "O", "N", "C", "S", "C", "C", "C", "C", "C", "C", "H", "H", "H", "H"], "positions_angstrom": [[0.0424, 0.4767, 0.2689], [0.4869, 2.9551, 3.7148], [-0.5923, 1.1122, 2.5142], [-0.9823, 1.7179, 1.2795], [-2.2217, 2.1103, 0.8999], [-3.2115, 2.7193, 1.6751], [-4.3468, 3.2191, 1.0633], [-4.5069, 3.1277, -0.3115], [-3.5685, 2.4750, -1.0950], [-2.4445, 1.9141, -0.4996], [-1.4260, 1.1939, -1.0870], [-1.2316, 1.1529, -2.4201], [-2.0086, 1.4802, -3.3196], [0.1822, 0.7589, -2.7151], [0.5752, 0.4011, -3.9955], [1.9190, 0.2171, -4.2647], [2.8276, 0.4161, -3.2284], [2.3573, 0.7559, -1.9750], [1.0608, 0.9252, -1.6976], [-1.5641, -0.0372, 2.7073], [-2.4991, -0.1797, 3.7182], [-3.3694, -1.2567, 3.6735], [-3.2767, -2.1498, 2.6167], [-2.3154, -1.9266, 1.6432], [-1.4849, -0.8975, 1.6799], [-3.0640, 2.8364, 2.7387], [-5.1016, 3.7107, 1.6658], [-5.3797, 3.5697, -0.7731], [-3.7020, 2.3815, -2.1610], [-0.1856, 0.2977, -4.7541], [2.2600, -0.0385, -5.2585], [3.8886, 0.3178, -3.3965], [3.0469, 0.9361, -1.1620], [-2.5432, 0.5400, 4.5185], [-4.1112, -1.3890, 4.4506], [-3.9363, -3.0021, 2.5509], [-2.2159, -2.5799, 0.7870], [0.5289, -2.6209, -2.7286], [2.3923, -1.8073, -0.8451], [3.8607, -1.7047, -0.6908], [1.6192, -1.0018, 0.4062], [2.0237, -1.2134, 1.6887], [2.9502, -2.1480, 2.1473], [3.0473, -2.3955, 3.5091], [2.2416, -1.7330, 4.4151], [1.3665, -0.7138, 4.0206], [0.5992, -0.0411, 5.0426], [-0.1637, 1.0558, 4.9885], [-0.4177, 2.0279, 3.8497], [0.6400, 0.5839, 2.0551], [1.3220, -0.4035, 2.6470], [2.0477, -3.5353, -0.3602], [0.8606, -3.9109, 0.2389], [0.5803, -5.2580, 0.3970], [1.4781, -6.2175, -0.0437], [2.6684, -5.8319, -0.6371], [2.9524, -4.4873, -0.7907], [3.5769, -2.6837, 1.4527], [3.7452, -3.1490, 3.8589], [2.2993, -1.9964, 5.4644], [0.6818, -0.5267, 6.0155], [-0.6282, 1.3796, 5.9158], [-1.4532, 2.4475, 4.0006], [0.1794, -3.1452, 0.5778], [-0.3506, -5.5601, 0.8563], [1.2505, -7.2683, 0.0605], [3.3649, -6.5749, -1.0012], [3.8761, -4.1477, -1.2363], [0.7388, -7.2901, -2.9003], [0.6832, -6.1582, -3.7937], [0.0992, -6.4530, -5.0854], [-0.0313, -4.8479, -3.1080], [0.7817, -3.8317, -3.1491], [-0.8602, -2.1903, -1.8555], [2.1170, -4.0616, -3.6796], [3.1735, -3.1598, -3.8039], [4.3914, -3.6378, -4.2376], [4.5675, -4.9824, -4.5667], [3.4988, -5.8742, -4.4889], [2.2940, -5.4006, -4.0401], [3.0302, -2.1253, -3.5408], [5.2290, -2.9596, -4.3102], [5.5378, -5.3280, -4.8931], [3.6213, -6.9117, -4.7655]], "mulliken_charge": [-0.1188, -0.5721, 1.2454, -0.9110, 1.0023, -0.2906, -0.9117, -0.5169, -0.8090, -0.0181, 0.7090, -0.0631, -0.8072, 0.1791, -0.6946, 0.0033, -0.2792, -0.5702, -0.2347, 0.3471, -0.9251, -0.7308, -1.0856, -0.0109, 0.6418, 0.2194, 0.3659, 0.3593, 0.4777, 0.4344, 0.4139, 0.3420, 0.5319, 0.3218, 0.4366, 0.4209, 0.3186, 0.0540, 0.6732, -0.8759, 0.7880, 0.5194, -0.5974, -0.9827, -1.3462, 1.9567, -0.4206, -1.0215, 0.7880, -1.0000, -0.0646, -0.3801, -0.6665, -0.4803, -0.4291, -0.7863, -0.2764, 0.4976, 0.3737, 0.2818, 0.2228, 0.4328, 0.1962, 0.1998, 0.3966, 0.3413, 0.3636, 0.6950, -0.6476, 1.3339, -0.7612, -0.5084, -0.1358, -0.3741, 0.4324, 0.6041, -0.7344, -0.5223, -0.6238, -0.0630, 0.0782, 0.4159, 0.3923, 0.4402], "total_energy_ev": -128459.1535, "lumo_energy_ev": [4.1, 3.1], "de_lowest_kcal_mol": 175.6, "gap_ev": [5.89, 4.99], "charge": -2, "e_homo_ha": [-0.066, -0.071], "spin_multiplicity": 6, "largest_force_ha_per_bohr": 0.043}